{"formula": "C55H71N4", "method": "ωB97M-V/def2-TZVPD", "elements": ["C", "H", "C", "H", "H", "C", "C", "H", "H", "N", "H", "H", "N", "C", "C", "C", "H", "C", "H", "C", "H", "H", "H", "H", "H", "H", "H", "H", "C", "H", "H", "H", "C", "H", "C", "C", "C", "C", "C", "H", "C", "C", "H", "H", "C", "C", "C", "H", "H", "H", "C", "C", "H", "H", "H", "C", "H", "H", "C", "C", "H", "H", "C", "H", "C", "C", "H", "H", "H", "C", "H", "C", "H", "N", "C", "H", "H", "C", "C", "C", "C", "H", "H", "H", "C", "C", "H", "H", "H", "H", "H", "H", "H", "H", "C", "H", "C", "H", "C", "C", "H", "C", "C", "C", "C", "H", "H", "H", "H", "H", "H", "H", "C", "H", "N", "H", "C", "C", "H", "H", "C", "C", "C", "H", "C", "H", "C", "H", "C", "H"], "coordinates": [[3.452030, -3.885302, 2.979583], [-1.236720, 3.214725, 2.418450], [4.543575, -5.958070, 1.676136], [5.212534, -6.233956, -3.052852], [-3.859661, 0.815243, 5.305817], [0.957117, -2.218117, 1.105191], [4.136190, -3.104635, -4.082852], [1.325552, -1.172199, -2.494365], [6.455310, -5.809677, 0.607576], [-3.222157, 2.098049, 3.751777], [6.639090, -3.935369, -2.699778], [3.549802, -6.140520, 6.198372], [2.724646, -2.732838, -0.470678], [3.283931, -3.331668, 4.272180], [-0.278378, 0.016505, 1.577048], [-4.265847, 1.425417, 4.489650], [2.618566, -5.886097, 0.667406], [1.311342, -6.102112, -2.219854], [3.732171, -7.974239, 2.071148], [0.880074, -0.688562, 0.952654], [0.609098, -1.277075, -0.911992], [2.236680, 0.008524, 3.896639], [-0.211160, -2.115191, 4.137220], [4.977945, -1.158197, 4.301522], [4.538369, 2.095933, 0.125818], [3.664279, -2.217446, -3.642150], [-1.353906, -3.158306, -0.349786], [5.071731, 4.212775, -0.819687], [-1.280922, -0.702768, 2.247323], [-0.158987, 1.113181, -1.096194], [3.938597, -6.528603, -0.348205], [-3.610889, 3.692055, 2.420232], [1.654582, 2.072647, -1.710140], [0.634024, -4.611855, 0.665733], [4.410761, -2.625632, 1.019056], [5.969364, -5.393172, 1.507359], [2.924738, 0.663644, 0.372499], [3.462836, -4.133668, 5.409052], [-2.266575, 1.395417, 3.073450], [-0.644340, -5.365452, -1.625489], [0.384498, -1.344411, -1.960813], [0.854804, -3.789694, -1.745686], [5.405863, -2.526116, 1.465920], [3.314643, -6.607586, -2.736974], [-0.179047, -2.709469, -2.177878], [2.233933, -2.959076, 0.818263], [3.182891, 3.916344, -3.267007], [-1.153206, -1.964029, -3.947428], [-1.387916, -1.789452, 2.110668], [0.709467, -6.612165, 2.137960], [2.994105, -1.857625, 4.733982], [5.017650, -5.409319, -3.756759], [-2.128443, -2.039277, -1.482566], [0.391172, 2.081657, 1.128777], [1.394589, -1.446553, 3.453583], [3.690789, -5.777685, 0.428539], [-0.348088, -0.571918, -2.191147], [3.831820, -4.792392, -0.008719], [-1.492949, -2.928328, -1.412713], [2.282596, -3.557597, -1.588512], [3.412552, -3.538559, -4.788723], [5.012618, -2.786259, -4.654312], [-1.275983, 2.118885, 2.375328], [-2.876382, -0.581822, 3.703923], [2.390632, -1.054998, 3.638558], [1.595841, 0.319085, 0.048506], [5.979861, -5.188913, -4.228262], [2.364055, -2.119377, 6.848371], [5.520050, 4.166673, -2.566368], [3.576239, 1.742150, -0.239253], [3.029679, -1.145745, 2.756392], [3.874348, -5.258838, 2.920531], [-2.556814, 4.099834, 3.789080], [3.278976, -3.101074, 1.725884], [3.017061, 2.334972, -1.391417], [3.480459, -3.673763, 6.397324], [5.958980, -4.297197, 1.438882], [0.936275, 1.172716, -0.924823], [0.499766, -4.493304, 1.760539], [4.043181, -2.316902, -0.239545], [0.424703, -3.191465, 2.279862], [2.413649, 4.650776, -2.977923], [1.712061, -0.956877, 1.729555], [0.381506, -2.617835, 0.183167], [-0.079976, -4.255194, 4.445760], [4.522016, -4.144683, -3.022122], [5.079940, -7.951500, 0.907185], [-0.980159, -3.744285, -3.936995], [-4.918174, 2.189969, 4.906910], [-4.306879, 3.822466, 4.075706], [2.718162, 3.229781, -3.989579], [6.564015, -5.676779, 2.393293], [4.017962, -0.043998, 5.299418], [4.559197, -1.684598, -0.956011], [0.408982, -5.120985, -1.801707], [0.436502, -2.702774, -4.273628], [-2.181360, -0.032146, 3.065124], [4.001333, 4.452733, -3.756359], [4.261974, -1.105819, 5.129618], [0.448157, -5.644073, 2.573686], [3.460056, 0.104964, 1.150948], [0.157121, -5.539381, 3.947294], [-0.326226, 1.436497, 1.644758], [-3.436092, 3.511975, 3.493810], [3.172394, -4.477665, -2.250228], [1.582795, -0.776950, 6.000989], [1.096017, -2.436076, 5.645213], [4.324875, -5.750339, -4.542088], [3.922264, -7.155871, 4.011588], [-2.047047, -3.768826, -1.854259], [5.442166, -7.745844, 2.638534], [5.730359, -2.619303, -2.000223], [3.590056, -5.511851, 5.318598], [0.153185, -6.432181, 4.601137], [3.735902, 3.219212, -2.132778], [0.976747, -7.112141, -2.431314], [5.710289, -3.697779, -2.167787], [3.776930, -6.072492, 4.061327], [-4.859038, 0.763537, 3.842496], [1.171695, 2.612237, -2.526858], [1.960980, -1.804655, 5.881119], [0.023464, -3.081540, 3.637504], [4.705365, -7.498182, 1.848150], [5.754409, -4.248929, -1.221859], [2.655218, -5.791262, -2.412734], [5.687621, 2.686386, -1.533312], [-0.485619, -2.797619, -3.680131], [-0.296521, -4.168377, 5.518101], [5.077789, 3.589938, -1.741324], [4.717619, -1.519490, 6.034682]], "forces_ev_per_a": [[-0.1152, -0.4214, 1.1091], [-0.0735, -0.6503, -0.1467], [-0.3721, -0.3647, 0.1633], [-0.0384, 0.2376, -0.2478], [-0.0523, 0.1164, -0.0552], [-3.6042, -5.3322, -2.9856], [-0.2031, 0.0913, -0.0913], [-0.2264, 0.0360, -0.1361], [-0.2062, 0.1451, 0.3268], [-0.4541, -0.0419, 0.4484], [-0.1663, 0.1002, 0.0378], [0.1446, 0.0491, 0.0414], [1.1308, 1.0433, 1.1010], [0.1345, 0.9482, 0.8550], [-0.7358, -0.1198, 0.5562], [0.0338, -0.3875, -0.1081], [0.3673, -0.0735, -0.1739], [0.2321, -0.0243, 1.0228], [0.4644, 0.1185, -0.0622], [3.3014, 0.7297, 3.1653], [-0.1116, 0.3592, -0.5021], [0.3430, -0.4092, -0.0677], [0.2832, -0.8918, -0.7044], [0.0884, 0.0644, 0.1908], [-0.2130, -0.3518, -0.0820], [0.1624, -0.0952, -0.0016], [-0.0069, 0.1058, -0.1504], [0.1331, -0.2299, -0.4402], [-0.0142, 0.5328, -0.1671], [0.9901, -0.1281, 0.2394], [-0.0266, 0.4726, 0.4956], [-0.0694, 0.0640, 0.2500], [0.0346, -0.5061, 0.8647], [0.0412, -0.1256, 0.8359], [-0.0588, 0.2183, 0.1224], [-0.0126, 0.0448, 0.2359], [-0.7184, 0.3096, -0.3316], [0.1117, -0.8055, -0.0841], [0.6209, -0.2708, 0.1314], [0.3664, 0.2420, -0.5546], [-0.0531, -0.1013, 0.5531], [0.1004, -0.1721, -0.0766], [-0.8495, 0.0955, -0.0609], [-0.4387, 0.6879, -0.0711], [-0.0239, -0.3562, 0.5443], [0.4646, 1.9261, 0.2820], [-0.4115, 0.1597, -0.1822], [0.1738, -0.2750, 0.0972], [0.1187, 0.8183, 0.2741], [-0.3715, 0.2590, 0.0537], [-0.2768, 0.1426, 0.0535], [-0.0138, -0.1921, -0.0801], [0.0475, -0.1140, -0.0296], [-0.1007, -0.5755, 0.3310], [0.4058, 0.3348, -0.2867], [-0.1633, -0.0848, -0.2548], [0.1258, -0.1427, -0.2546], [0.0771, -0.3098, 0.0143], [-0.3914, -0.0162, -0.0894], [-1.1280, -1.1668, -1.1596], [0.1640, 0.1266, 0.1929], [-0.0070, -0.0556, 0.0733], [-0.2110, -0.3564, -0.1715], [0.0839, 0.0149, -0.4800], [-0.4741, 0.5452, -0.5503], [0.9192, 0.5934, -0.8814], [-0.2095, 0.0850, -0.0661], [-0.0739, 0.1080, -0.1343], [0.0364, -0.2881, 0.4970], [-0.0355, -0.4963, -0.4718], [-0.1739, 0.4493, 0.2891], [0.1666, -0.7669, -0.8432], [-0.2969, 0.0427, 0.0599], [1.0164, 0.1140, -1.2134], [-0.3770, 0.2014, 0.3505], [-0.2084, -0.1342, -0.4140], [0.2250, -0.6234, -0.0556], [0.5148, -0.7804, 0.0815], [0.0935, -0.9509, 0.3760], [0.3110, 0.0599, -0.4446], [-0.7216, -0.0813, 0.0756], [0.1532, -0.0896, -0.0293], [-1.0802, 3.5535, -0.2447], [0.1845, -0.1384, 1.4007], [-0.0060, 0.3622, -0.4177], [-0.4370, -0.6586, 0.5905], [-0.1712, 0.4408, 0.4666], [0.1422, 0.2133, -0.0449], [-0.0314, -0.2817, 0.1025], [0.2935, 0.1695, -0.2407], [0.2033, 0.1011, 0.1188], [-0.1099, 0.1733, -0.3877], [0.0965, -0.4257, 0.0534], [-0.1181, -0.7415, 0.1085], [0.6328, 0.0430, -1.1421], [-0.2572, -0.0407, 0.1233], [-0.9103, 0.8636, 0.1885], [-0.3655, -0.1345, -0.0446], [0.3562, -0.2504, 0.1731], [-0.0381, 0.3777, 0.1731], [-0.3319, 0.3951, -0.2234], [0.3777, 0.3269, -0.7529], [0.3222, -0.1161, 0.2173], [0.3898, -0.1366, -0.2347], [-0.0523, -0.5043, 0.0485], [0.2598, -0.2320, -0.0691], [0.4399, 0.2080, 0.2890], [0.1866, 0.0645, 0.3614], [0.0597, 0.6350, -0.1774], [0.0511, 0.2676, 0.1589], [-0.5015, 0.0456, -0.3419], [0.1149, -0.3452, 0.0352], [-0.1611, 0.4925, -0.4181], [-0.0541, 0.7296, -0.4850], [0.5545, 0.2063, -0.3161], [0.0076, 0.0011, 0.3462], [0.4811, 0.1384, -0.0650], [0.2051, 0.4895, 0.1871], [-0.0260, 0.0650, 0.0854], [0.0473, -0.1611, 0.4401], [-0.1130, -0.1049, 0.2986], [-0.1323, -0.5717, 0.2001], [0.0365, -0.0043, 0.2370], [-0.0394, 0.2745, -0.0691], [-0.4320, 0.6440, -0.9935], [-0.1806, 0.5059, -0.2225], [0.1915, -0.6446, -0.2495], [-0.0552, 0.2218, -0.5260], [0.1849, -0.0253, 0.4042], [0.0931, 0.0743, -0.1395]], "e_tot_ev": -64133.351, "charge": 1, "orbital_gap_ev": 5.489, "homo_energy_ev": -8.99, "molar_mass_g_mol": 788.20, "largest_force_ha_per_bohr": 0.1380}